Here is a cluster of 2 separate species, C39H39N3O2 in total from the OMol25 dataset. Energies are from ωB97M-V/def2-TZVPD.

Orbital gap, eV: 2.717
Electronic energy, eV: -49638.478
LUMO, eV: -1.84

ORCA input file:
```
! wB97M-V def2-TZVPD RIJCOSX def2/J DEFGRID3
* xyz 0 1
C 5.831 0.468 3.313
C 4.519 1.163 3.613
O 3.523 0.868 2.663
C 2.326 1.390 3.086
C 1.151 0.978 2.335
N -0.062 1.106 2.813
C -1.052 0.161 2.768
C -2.413 0.638 2.888
C -3.508 -0.148 3.288
C -4.760 0.407 3.423
C -4.962 1.750 3.158
C -3.902 2.545 2.770
C -2.646 2.000 2.654
C -0.679 -1.239 2.744
C -1.525 -2.251 2.269
C -1.091 -3.553 2.208
C 0.187 -3.889 2.610
C 1.037 -2.911 3.080
C 0.608 -1.611 3.156
O 2.202 2.083 4.089
H 6.556 0.588 4.119
H 5.669 -0.598 3.166
H 6.273 0.856 2.396
H 4.119 0.855 4.590
H 4.624 2.257 3.642
H 1.315 0.265 1.548
H -3.361 -1.181 3.544
H -5.582 -0.200 3.762
H -5.942 2.180 3.278
H -4.055 3.595 2.572
H -1.804 2.619 2.390
H -2.499 -2.001 1.889
H -1.742 -4.315 1.815
H 0.524 -4.911 2.550
H 2.043 -3.158 3.368
H 1.275 -0.860 3.537
C 4.679 -4.293 4.946
N 4.097 -3.205 5.727
C 2.759 -2.922 5.825
C 2.576 -1.699 6.481
C 1.338 -0.995 6.547
C 1.025 0.048 7.451
C 1.619 0.139 8.726
C 1.383 1.205 9.560
C 0.507 2.236 9.152
N 0.294 3.348 9.974
C 0.947 3.491 11.293
C 2.269 2.727 11.376
C 2.112 1.285 10.869
C -0.628 4.434 9.584
C -0.708 4.590 8.065
C -1.024 3.241 7.400
C -0.129 2.141 7.892
C 0.117 1.061 7.080
C 3.901 -1.214 6.812
C 4.377 -0.023 7.378
C 5.735 0.178 7.472
C 6.640 -0.776 6.996
C 6.197 -1.943 6.419
C 4.820 -2.164 6.326
H 5.765 -4.254 4.979
H 4.351 -5.254 5.336
H 4.362 -4.207 3.909
H 1.978 -3.557 5.450
H 0.623 -1.190 5.763
H 2.263 -0.653 9.058
H 1.099 4.557 11.500
H 0.248 3.131 12.056
H 3.028 3.245 10.775
H 2.657 2.734 12.405
H 1.579 0.680 11.612
H 3.097 0.812 10.754
H -1.615 4.197 9.995
H -0.312 5.368 10.065
H -1.449 5.354 7.786
H 0.256 4.960 7.691
H -2.065 2.963 7.597
H -0.935 3.318 6.308
H -0.326 1.019 6.103
H 3.692 0.733 7.711
H 6.112 1.090 7.905
H 7.701 -0.588 7.068
H 6.888 -2.666 6.024
*
```


Here is a structure of composition C39H39OP2Pm from the OMol25 dataset. Energies are from ωB97M-V/def2-TZVPD.

Expectation value of S²: 6.01
Orbital gap (spin up / spin down), eV: 6.559 / 6.685
Electronic energy, eV: -78240.248
LUMO (spin up / spin down), eV: -7.03 / -6.90

ORCA input file:
```
! wB97M-V def2-TZVPD RIJCOSX def2/J DEFGRID3
* xyz 2 5
C 0.528 -1.408 -3.994
C -0.504 -1.670 -3.076
C -1.827 -1.735 -3.540
C -2.112 -1.568 -4.895
C -1.079 -1.331 -5.805
C 0.242 -1.250 -5.356
P -0.166 -1.694 -1.268
C -1.348 -2.971 -0.689
C -2.445 -2.585 0.108
C -3.424 -3.518 0.445
C -3.329 -4.842 0.005
C -2.214 -5.237 -0.746
C -1.214 -4.313 -1.067
Pm -0.556 1.012 0.053
P 0.205 2.138 -2.374
C -1.307 2.404 -3.395
C -1.231 2.935 -4.696
C -2.275 2.704 -5.591
C -3.465 2.106 -5.161
C -3.605 1.745 -3.813
C -2.521 1.830 -2.947
C 0.089 3.255 -0.943
C 1.057 3.014 0.082
C 0.642 3.144 1.419
C -0.612 3.691 1.738
C -1.506 4.016 0.719
C -1.197 3.755 -0.612
C 1.894 2.527 -2.892
C 2.921 1.561 -2.744
C 4.180 1.821 -3.287
C 4.415 3.007 -3.993
C 3.368 3.912 -4.208
C 2.107 3.681 -3.655
C 1.437 -2.577 -1.220
C 1.855 -3.485 -2.206
C 3.110 -4.092 -2.128
C 3.946 -3.844 -1.032
C 3.515 -2.976 -0.020
C 2.281 -2.335 -0.119
H 2.071 2.677 -0.176
H 1.333 2.889 2.217
H -0.846 3.943 2.771
H -2.450 4.512 0.945
H -1.911 3.962 -1.420
H -0.328 3.485 -4.986
H -2.171 3.004 -6.631
H -4.283 1.919 -5.862
H -4.567 1.365 -3.452
H -2.648 1.433 -1.928
H 2.712 0.608 -2.248
H 4.978 1.087 -3.177
H 5.407 3.208 -4.408
H 3.519 4.803 -4.816
H 1.278 4.376 -3.818
H 1.208 -3.712 -3.055
H 3.426 -4.753 -2.935
H 4.926 -4.326 -0.964
H 4.148 -2.797 0.855
H 1.956 -1.638 0.659
H -2.538 -1.551 0.460
H -4.282 -3.207 1.047
H -4.116 -5.562 0.247
H -2.118 -6.269 -1.088
H -0.335 -4.633 -1.625
H -2.626 -1.925 -2.819
H -3.144 -1.617 -5.245
H -1.288 -1.216 -6.867
H 1.048 -1.023 -6.058
H 1.549 -1.234 -3.638
H 0.541 0.784 -3.921
H 0.992 1.134 -4.468
C 1.321 -1.130 3.327
C 0.086 -1.407 2.493
C -1.148 -1.531 3.360
O -0.102 -0.408 1.499
H 1.273 -0.133 3.776
H 2.227 -1.204 2.726
H 1.399 -1.862 4.140
H 0.233 -2.356 1.954
H -1.393 -0.573 3.826
H -1.997 -1.868 2.766
H -0.976 -2.261 4.160
*
```


Here is a structure of composition C39H40BrGeI2N7PbS5Se from the OMol25 dataset. Energies are from ωB97M-V/def2-TZVPD.

Orbital gap, eV: 5.712
Electronic energy, eV: -319057.681
LUMO, eV: 3.41

ORCA input file:
```
! wB97M-V def2-TZVPD RIJCOSX def2/J DEFGRID3
* xyz -2 1
Pb -0.406 0.091 -0.359
N -4.254 1.987 1.772
C -3.201 1.722 0.992
N -2.386 0.732 1.161
C -2.551 -0.104 2.267
N -1.620 -0.866 2.717
N -0.449 -0.804 1.957
C 0.635 -0.987 2.583
C 1.925 -0.982 1.836
C 3.112 -1.242 2.491
C 4.293 -1.192 1.770
C 4.252 -0.886 0.420
C 3.016 -0.660 -0.163
N 1.883 -0.709 0.531
C -3.851 -0.044 2.963
C -4.282 -1.031 3.847
C -5.496 -0.908 4.494
C -6.284 0.226 4.279
C -5.875 1.210 3.404
C -4.665 1.062 2.726
H -4.789 2.819 1.533
H -3.054 2.425 0.173
H 0.646 -1.155 3.655
H 3.102 -1.449 3.555
H 5.239 -1.376 2.261
H 5.152 -0.820 -0.177
H 2.932 -0.420 -1.216
H -3.637 -1.886 4.009
H -5.834 -1.686 5.166
H -7.233 0.330 4.791
H -6.482 2.089 3.225
Br 4.952 2.045 -2.672
C 3.244 2.745 -2.215
C 2.865 2.777 -0.885
C 1.609 3.269 -0.550
C 0.756 3.731 -1.549
C 1.153 3.689 -2.883
C 2.407 3.192 -3.224
H 3.525 2.409 -0.110
H 1.305 3.269 0.496
H 0.476 4.016 -3.662
H 2.718 3.141 -4.259
N -2.209 1.823 -3.539
C -1.109 1.257 -4.114
C -0.895 1.348 -5.505
C 0.187 0.697 -6.052
C 1.053 -0.019 -5.229
C 0.782 -0.018 -3.878
N -0.261 0.604 -3.314
H -2.755 2.504 -4.033
H -2.266 1.851 -2.535
H -1.588 1.913 -6.117
H 0.356 0.741 -7.122
H 1.900 -0.566 -5.622
H 1.433 -0.558 -3.191
I -1.172 4.397 -1.035
I -4.661 4.803 -0.484
Se 1.151 1.973 3.137
C 2.295 3.142 4.112
C 2.728 4.366 3.573
C 3.525 5.241 4.303
C 3.929 4.926 5.596
C 3.531 3.708 6.140
C 2.732 2.833 5.412
H 2.419 4.627 2.568
H 3.832 6.182 3.857
H 4.538 5.616 6.169
H 3.842 3.440 7.144
H 2.425 1.889 5.846
C 4.092 -5.014 0.775
S 3.378 -6.334 -0.232
C 3.507 -5.663 -1.841
C 2.900 -4.533 -2.307
S 1.955 -3.360 -1.490
S 3.207 -4.287 -4.026
C 4.122 -5.694 -4.387
S 4.678 -6.097 -5.907
S 4.413 -6.624 -2.987
H 4.080 -5.378 1.804
H 3.485 -4.115 0.681
H 5.118 -4.812 0.467
C -3.433 -3.684 -2.574
Ge -3.233 -2.140 -1.375
C -4.116 -0.700 -2.366
C -4.359 -2.470 0.190
C -1.373 -1.907 -0.954
H -4.485 -3.842 -2.829
H -3.034 -4.599 -2.130
H -2.877 -3.489 -3.496
H -5.116 -1.045 -2.645
H -3.563 -0.467 -3.280
H -4.220 0.225 -1.788
H -5.343 -2.809 -0.148
H -4.496 -1.561 0.782
H -3.928 -3.238 0.837
H -0.813 -2.218 -1.845
H -1.139 -2.636 -0.169
*
```


Here is a structure of composition C39H40Cl3FeGe2N3O from the OMol25 dataset. Energies are from ωB97M-V/def2-TZVPD.

Expectation value of S²: 6.02
Orbital gap (spin up / spin down), eV: 6.672 / 6.677
Electronic energy, eV: -232587.965
LUMO (spin up / spin down), eV: -6.93 / -7.01

ORCA input file:
```
! wB97M-V def2-TZVPD RIJCOSX def2/J DEFGRID3
* xyz 2 5
Fe -0.683 -0.214 0.066
C -2.216 -1.340 3.084
C -0.995 -0.514 3.331
C -0.665 -0.120 4.626
C 0.527 0.527 4.867
C 1.420 0.708 3.819
C 1.035 0.296 2.561
N -0.176 -0.238 2.303
C 1.962 0.224 1.423
C 3.305 -0.099 1.585
C 4.058 -0.420 0.461
C 3.458 -0.408 -0.787
C 2.137 -0.003 -0.875
N 1.413 0.313 0.204
C 1.400 0.083 -2.143
C 2.026 0.368 -3.337
C 1.255 0.426 -4.488
C -0.100 0.194 -4.394
C -0.685 -0.070 -3.155
C -2.159 -0.286 -3.094
N 0.065 -0.117 -2.037
H -2.141 -2.265 3.660
H -2.314 -1.607 2.034
H -3.122 -0.830 3.404
H -1.351 -0.342 5.433
H 0.783 0.854 5.866
H 2.388 1.158 3.985
H 3.730 -0.170 2.576
H 5.092 -0.720 0.565
H 3.999 -0.721 -1.669
H 3.089 0.565 -3.366
H 1.712 0.650 -5.443
H -0.732 0.215 -5.272
H -2.472 -1.003 -3.854
H -2.689 0.647 -3.287
H -2.481 -0.668 -2.129
Cl -4.451 1.456 -1.308
Ge -3.279 0.440 0.188
Cl -3.976 -1.645 0.011
Cl -4.157 1.181 2.034
C 0.091 4.085 4.386
C -0.989 3.367 3.884
C -0.989 2.950 2.564
C 0.096 3.251 1.739
C 1.185 3.967 2.250
C 1.176 4.385 3.572
Ge 0.061 2.929 -0.144
C 1.711 3.229 -1.083
C 2.965 2.901 -0.558
C 4.121 3.260 -1.227
C 4.044 3.957 -2.430
C 2.807 4.307 -2.951
C 1.644 3.946 -2.283
C -1.511 3.408 -1.110
C -1.689 3.134 -2.469
C -2.739 3.718 -3.154
C -3.615 4.572 -2.489
C -3.456 4.829 -1.136
C -2.416 4.237 -0.437
H 0.082 4.424 5.414
H -1.838 3.145 4.518
H -1.840 2.403 2.179
H 2.020 4.233 1.615
H 2.006 4.960 3.960
H 3.046 2.368 0.382
H 5.087 3.009 -0.808
H 4.950 4.242 -2.948
H 2.743 4.873 -3.871
H 0.693 4.259 -2.688
H -0.998 2.484 -2.994
H -2.877 3.518 -4.209
H -4.431 5.031 -3.032
H -4.143 5.487 -0.620
H -2.292 4.451 0.617
C -0.880 -3.467 -1.909
C -0.841 -3.580 -0.406
O -0.057 -2.511 0.187
C 0.811 -3.027 1.211
C 2.005 -3.752 0.627
H -1.297 -4.381 -2.333
H 0.126 -3.333 -2.310
H -1.514 -2.645 -2.229
H -0.383 -4.528 -0.123
H -1.842 -3.547 0.025
H 0.232 -3.679 1.871
H 1.142 -2.177 1.802
H 1.721 -4.662 0.099
H 2.692 -4.037 1.424
H 2.536 -3.099 -0.068
*
```


Here is a structure of composition C39H40ClIrN12O3S from the OMol25 dataset. Energies are from ωB97M-V/def2-TZVPD.

Orbital gap, eV: 6.123
Electronic energy, eV: -91303.080
LUMO, eV: -6.69

ORCA input file:
```
! wB97M-V def2-TZVPD RIJCOSX def2/J DEFGRID3
* xyz 2 1
Ir 0.407 0.141 0.010
C -3.724 1.149 -0.827
C -2.540 0.951 -0.117
N -1.501 0.385 -0.717
C -1.606 0.016 -2.021
C -2.800 0.229 -2.686
N -3.851 0.791 -2.094
C -0.382 -0.565 -2.632
C -0.275 -1.187 -3.861
C 0.946 -1.754 -4.241
C 2.037 -1.662 -3.368
C 1.877 -1.025 -2.153
N 0.689 -0.505 -1.830
C 2.880 -0.863 -1.075
C 4.211 -1.226 -1.192
N 5.091 -1.022 -0.217
C 4.650 -0.439 0.885
C 3.315 -0.071 1.049
N 2.436 -0.300 0.080
C 1.069 -2.471 -5.527
C 0.397 -2.026 -6.660
C 0.524 -2.754 -7.834
N 1.251 -3.862 -7.934
C 1.894 -4.280 -6.849
C 1.840 -3.625 -5.628
H -4.574 1.617 -0.346
H -2.424 1.233 0.923
H -2.915 -0.044 -3.728
H -1.135 -1.274 -4.510
H 2.992 -2.078 -3.654
H 4.584 -1.687 -2.097
H 5.368 -0.254 1.673
H 2.939 0.392 1.953
H -0.187 -1.115 -6.652
H 0.017 -2.432 -8.735
H 2.478 -5.186 -6.958
H 2.363 -4.035 -4.774
C 2.880 4.447 3.216
C 2.594 4.545 1.756
C 2.867 5.639 0.983
C 2.528 5.601 -0.378
N 1.930 4.539 -0.915
C 1.655 3.501 -0.143
S 0.815 2.231 -0.979
N 1.996 3.480 1.160
C 2.837 6.734 -1.292
H 3.509 5.274 3.533
H 3.365 3.502 3.460
H 1.946 4.480 3.779
H 3.333 6.511 1.418
H 1.778 2.654 1.751
H 3.015 7.658 -0.747
H 2.028 6.865 -2.008
H 3.737 6.491 -1.861
C -0.322 -2.928 -0.446
N -0.085 -1.914 0.640
C 0.966 -2.484 1.554
N 0.586 -3.767 2.089
C 0.373 -4.694 0.974
N -0.691 -4.217 0.081
C -1.924 -4.099 0.864
N -1.746 -3.164 1.973
C -1.380 -1.875 1.452
C -0.668 -3.643 2.838
H 0.602 -3.040 -1.018
H -1.113 -2.557 -1.099
H 1.133 -1.767 2.360
H 1.886 -2.610 0.980
H 0.089 -5.668 1.370
H 1.301 -4.802 0.409
H -2.189 -5.080 1.256
H -2.731 -3.748 0.218
H -1.256 -1.165 2.263
H -2.165 -1.524 0.783
H -0.936 -4.618 3.243
H -0.529 -2.945 3.665
C -4.263 -0.680 3.576
C -4.092 0.744 3.129
C -5.138 1.453 2.560
C -4.974 2.775 2.162
Cl -6.312 3.630 1.473
C -3.756 3.406 2.313
C -2.692 2.711 2.882
C -2.866 1.400 3.298
O -1.876 0.626 3.847
C -0.632 1.197 4.143
C 0.296 1.155 2.936
O 1.438 1.624 3.013
O -0.228 0.639 1.895
H -5.275 -1.025 3.373
H -4.074 -0.779 4.646
H -3.562 -1.351 3.075
H -6.101 0.974 2.433
H -3.630 4.430 1.992
H -1.741 3.218 2.975
H -0.198 0.616 4.957
H -0.678 2.234 4.480
*
```


Strongest force on any atom for the records above, in order: 0.0459, 0.0825, 0.0119, 0.0151, 0.0135 Eh/bohr